Entry from OMol25: a molecular structure, C5H6MgO4Rb in a non-equilibrium geometry (ωB97M-V/def2-TZVPD).

Output
Total charge = +2
2S+1 = 2
Total energy = -19556.7661 eV
Orbital gap (spin up / spin down) = 6.80 / 7.75 eV
Energy above the lowest of the compared OMol25 structures with the same formula, charge and spin = 0.0 kJ/mol
E_LUMO (spin up / spin down) = -7.0 / -7.0 eV

```
17
Properties=species:S:1:pos:R:3:mulliken_charge:R:1
Rb 8.16 1.50 1.08 1.004
Mg 2.32 -0.11 3.81 0.689
O 1.90 0.43 1.91 -0.521
O 1.23 0.68 -0.28 -0.237
O -4.16 -1.30 -0.39 -0.410
O 3.40 0.81 0.26 -0.507
C 0.03 0.52 0.06 0.168
C -1.81 -1.01 -0.68 -0.445
C -1.03 0.31 -0.91 -0.582
C -3.25 -0.95 -1.11 -0.095
C 2.32 0.65 0.78 0.786
H -1.76 -1.38 0.35 0.328
H -3.46 -0.40 -2.05 0.350
H -0.20 0.46 1.14 0.418
H -0.65 0.41 -1.94 0.331
H -1.33 -1.80 -1.29 0.360
H -1.69 1.19 -0.74 0.361
```